[1]
# C28H80O13Zr

A molecular structure, C28H80O13Zr at a distorted geometry (the ωB97M-V functional and the def2-TZVPD basis, the OMol25 dataset).

```
! wB97M-V def2-TZVPD RIJCOSX def2/J DEFGRID3
* xyz 2 1
Zr 5.49559 1.54533 -2.74037
C 0.36664 -0.88571 -1.49751
C 0.90488 0.50109 -1.28068
C 0.52970 1.01706 0.13875
O 2.27249 0.74257 -1.48966
H 0.48918 -1.13800 -2.55081
H -0.67816 -1.07115 -1.24827
H 0.78672 -1.71534 -0.92888
H 0.29914 1.09052 -1.96897
H -0.53890 0.89268 0.31405
H 0.72999 2.05599 0.40068
H 1.04227 0.44952 0.91546
C 2.61904 4.79382 -4.53282
C 3.60702 5.36367 -3.57200
C 3.13085 5.51931 -2.10146
O 4.81239 4.62512 -3.59930
H 3.07876 4.75002 -5.52016
H 1.69148 5.35996 -4.61782
H 2.43230 3.74233 -4.31470
H 3.68452 6.40912 -3.87055
H 2.23609 6.13857 -2.03799
H 3.82634 6.09290 -1.48879
H 2.97967 4.58439 -1.56184
C -5.81274 -0.74224 -0.53960
C -5.23726 -0.46150 0.84616
O -6.12599 0.41038 1.58063
H -5.84157 0.12907 -1.19388
H -6.79955 -1.20403 -0.50764
H -5.20031 -1.48325 -1.05334
H -4.25197 -0.00584 0.74782
H -5.14593 -1.41197 1.37186
H -6.04501 0.22921 2.51990
C -3.55898 2.12665 4.87765
C -4.30847 1.35141 6.01006
O -5.46508 0.83252 5.45936
H -3.08113 1.43762 4.18123
H -2.77426 2.76347 5.28602
H -4.32527 2.73618 4.39872
H -4.63443 1.98729 6.83318
H -3.73105 0.51491 6.40370
H -5.86056 0.30228 6.15510
C 0.61019 -6.46171 -1.26762
C -0.90567 -6.31826 -1.28894
O -1.55635 -7.39304 -0.63460
H 0.93615 -7.25650 -1.93853
H 0.96062 -6.81620 -0.29827
H 1.13697 -5.56556 -1.59553
H -1.28756 -6.24996 -2.30756
H -1.18656 -5.38463 -0.80156
H -1.39847 -7.28178 0.30577
C -3.39790 2.02147 -4.44027
C -3.42119 0.84631 -5.42394
O -4.65769 0.13320 -5.35182
H -2.62718 2.75415 -4.67958
H -3.31545 1.60827 -3.43500
H -4.34231 2.56056 -4.51491
H -2.67136 0.13108 -5.08585
H -3.17058 1.20075 -6.42377
H -5.42442 0.67422 -5.55434
C -2.65138 5.26990 0.60125
C -2.37609 5.77621 -0.80194
O -3.51595 6.38073 -1.29072
H -1.81546 4.72773 1.04328
H -3.50123 4.58991 0.66020
H -3.02639 6.03949 1.27594
H -2.10147 4.94300 -1.44882
H -1.50325 6.42305 -0.89061
H -3.53761 7.21660 -0.81907
C -0.20114 -5.00093 -6.68886
C -0.96952 -5.24146 -7.92359
O -0.66859 -6.58931 -8.42440
H -0.28981 -3.96156 -6.37272
H 0.86280 -5.19735 -6.82133
H -0.53292 -5.69010 -5.91228
H -0.84147 -4.44786 -8.65973
H -2.02169 -5.13405 -7.65994
H -1.06645 -6.65213 -9.29581
C 1.12211 5.90286 3.92012
C 2.05363 6.14802 5.12063
O 1.30932 6.03723 6.29968
H 0.31226 6.62889 3.84860
H 0.60480 4.94458 3.87345
H 1.65674 5.91359 2.97030
H 2.47232 7.15049 5.03202
H 2.93055 5.50076 5.10789
H 0.90120 6.85673 6.58855
C -1.64141 -3.65129 3.03861
C -2.51202 -4.87715 2.87799
O -1.63941 -5.98949 2.77358
H -1.01191 -3.83736 3.90879
H -2.19658 -2.73945 3.25866
H -1.02147 -3.47079 2.16044
H -3.21366 -4.82864 2.04526
H -3.16932 -4.89931 3.74723
H -1.22654 -6.13778 3.62749
C 4.95744 -3.43914 -3.27666
C 6.18079 -2.66038 -3.07746
O 5.85409 -1.57204 -2.17531
H 5.07881 -4.25018 -3.99471
H 4.14356 -2.80477 -3.62777
H 4.71926 -3.82457 -2.28529
H 6.68834 -2.30327 -3.97354
H 6.96844 -3.24831 -2.60625
H 5.91627 -1.99331 -1.31492
C 4.24612 -2.45259 2.04811
C 5.69354 -2.67802 2.41296
O 6.50931 -2.50645 1.25376
H 3.58039 -2.66711 2.88410
H 3.94072 -3.04219 1.18370
H 4.10259 -1.41449 1.74836
H 5.82720 -3.70459 2.75413
H 6.10081 -2.06805 3.21929
H 7.40574 -2.68539 1.54700
C 1.60263 -0.19942 6.42392
C 1.63182 1.28772 6.04346
O 0.85842 2.04258 6.99950
H 2.05550 -0.29570 7.41070
H 2.32069 -0.67494 5.75581
H 0.57654 -0.56538 6.46023
H 1.33482 1.52101 5.02098
H 2.68100 1.58192 6.07111
H 1.17275 2.93507 6.83748
*
```

Its energy relative to the best compared isomer or geometry (same formula, charge and spin) is 556.42 kcal per mole. As for the HOMO energy: -12.9 eV. The gap between HOMO and LUMO comes out at 1.3 eV.



[2]
# C28H81N13O4P3Si

4 unconnected molecules or ions with the total composition C28H81N13O4P3Si at a distorted geometry (the ωB97M-V functional and the def2-TZVPD basis, the OMol25 dataset).

```
! wB97M-V def2-TZVPD RIJCOSX def2/J DEFGRID3
* xyz 1 1
C -0.49103 -1.87150 2.84557
Si 0.93346 -2.80173 2.11596
C 1.22765 -4.37372 3.08250
C 2.45243 -1.71015 2.16319
O 0.52793 -3.12562 0.51455
C 1.29676 -4.04177 -0.22945
C 1.72575 -3.38578 -1.53870
N 3.00406 -2.59580 -1.40169
C 2.88783 -1.09198 -1.52785
C 3.89717 -0.53006 -2.50530
C 5.40386 -0.65685 -2.14013
C 5.76532 -1.06843 -0.70967
N 6.07809 -2.52500 -0.64544
C 5.82062 -3.13603 0.63608
N 6.14086 -2.69483 1.76723
N 5.13355 -4.38073 0.56308
H -0.53321 -0.86300 2.42887
H -0.34321 -1.76575 3.92289
H -1.44383 -2.37418 2.67632
H 0.82414 -4.27043 4.08967
H 0.74408 -5.23383 2.61171
H 2.29422 -4.60677 3.13180
H 3.35032 -2.22322 1.80107
H 2.28114 -0.83730 1.52577
H 2.62809 -1.37238 3.18532
H 0.68617 -4.90959 -0.48853
H 2.18886 -4.37299 0.32334
H 1.88612 -4.15384 -2.29541
H 0.92491 -2.74320 -1.89535
H 3.40356 -2.78715 -0.48020
H 3.67755 -2.90839 -2.10293
H 1.88305 -0.84207 -1.86021
H 2.96301 -0.67536 -0.52646
H 3.64941 0.50491 -2.72746
H 3.75254 -1.05274 -3.45669
H 5.84901 0.32036 -2.32771
H 5.88958 -1.34111 -2.83528
H 5.01492 -0.80418 0.03691
H 6.66417 -0.50759 -0.43377
H 7.06132 -2.63247 -0.87303
H 6.66162 -1.82222 1.68577
H 5.80067 -5.14773 0.61600
H 4.72581 -4.47572 -0.36110
O 0.44465 3.59033 3.70666
P -0.52215 3.15945 4.72962
N -0.70787 4.39662 5.84570
C -1.48502 4.27632 7.06995
C -0.83052 5.74089 5.28289
N 0.20804 1.80891 5.49795
C 0.36890 1.72027 6.94002
C 1.39289 1.30939 4.81151
N -2.07482 2.53250 4.60726
C -2.20857 1.12258 4.21132
C -2.89630 3.34383 3.67875
H -2.56684 4.24953 6.89047
H -1.26934 5.14482 7.69499
H -1.21457 3.40398 7.64714
H -1.86108 5.98276 4.99569
H -0.19277 5.84152 4.40766
H -0.50790 6.47775 6.02077
H 0.94982 2.54824 7.36371
H 0.88233 0.78736 7.18098
H -0.59656 1.66380 7.44031
H 2.29442 1.89068 5.04069
H 1.25080 1.32290 3.73343
H 1.57715 0.27168 5.10985
H -1.66042 0.88231 3.29560
H -3.26435 0.91126 4.03445
H -1.87195 0.46134 5.00441
H -2.54435 3.27167 2.64470
H -2.87909 4.39252 3.97579
H -3.93014 3.00329 3.71632
O 3.94153 -0.12217 -5.67782
P 3.66517 0.94410 -6.66994
N 2.38981 0.35551 -7.61076
C 1.90088 1.01392 -8.81397
C 1.28464 -0.26037 -6.88319
N 5.08437 1.08227 -7.59383
C 5.07376 0.94641 -9.04382
C 6.25439 0.42514 -7.01473
N 3.27919 2.58742 -6.63649
C 4.39280 3.54628 -6.47449
C 2.27506 2.88205 -5.58907
H 1.34432 1.93569 -8.60515
H 1.22835 0.32508 -9.32822
H 2.69647 1.24649 -9.50796
H 0.54639 0.47353 -6.53463
H 1.66067 -0.81031 -6.02312
H 0.76509 -0.96854 -7.53184
H 4.68144 -0.01868 -9.38298
H 6.09537 1.04882 -9.41167
H 4.50807 1.75147 -9.51046
H 6.27268 -0.65465 -7.20147
H 6.29625 0.57940 -5.93935
H 7.15235 0.86907 -7.44924
H 5.03068 3.32830 -5.61269
H 3.96000 4.53752 -6.33964
H 5.00768 3.57003 -7.36753
H 2.67314 2.73798 -4.57875
H 1.40137 2.24202 -5.71062
H 1.94085 3.91388 -5.68388
O -5.45588 0.23878 2.24390
P -6.73278 -0.42142 1.92622
N -6.40049 -2.01210 1.48671
C -7.39698 -2.94439 0.98107
C -5.42694 -2.70482 2.32711
N -7.35759 0.41328 0.57214
C -7.75572 -0.26419 -0.65012
C -6.66822 1.66638 0.27262
N -8.16652 -0.56517 2.78687
C -9.06146 0.60765 2.80771
C -7.90761 -0.97674 4.18469
H -8.09800 -3.28448 1.75322
H -6.87500 -3.82132 0.59266
H -7.96801 -2.53510 0.16106
H -5.88200 -3.15386 3.21876
H -4.64809 -2.01485 2.64609
H -4.95453 -3.50754 1.75593
H -6.94360 -0.83945 -1.11164
H -8.09522 0.48233 -1.36995
H -8.60927 -0.91782 -0.47915
H -5.73625 1.51739 -0.28566
H -6.42719 2.20677 1.18380
H -7.33405 2.29557 -0.32272
H -8.56012 1.52806 3.12277
H -9.86761 0.39751 3.51074
H -9.50389 0.76616 1.83006
H -7.38757 -0.20156 4.75639
H -7.30287 -1.88327 4.20705
H -8.85196 -1.20005 4.67916
*
```

As for the HOMO energy: -10.0 eV. The gap between HOMO and LUMO comes out at 7.8 eV.



The evaluated E for the records listed, in turn: -2138.6848 -3441.7156 a.u..